(1)
The following is a DFT calculation (the ωB97M-V functional and the def2-TZVPD basis) of C8H4CoN2O5 as an isolated structure at a distorted geometry.

Results
HOMO level (alpha / beta) (eV): -17.709 / -18.632
Spin multiplicity: 4
ΔE to the lowest compared entry with this formula, charge and spin (kJ/mol): 139.8
Gap between HOMO and LUMO (alpha / beta) (eV): 8.7138 / 6.9845
Net charge: +2

The geometry in XYZ format:
```
20
C8H4CoN2O5, DFT the ωB97M-V functional and the def2-TZVPD basis
O -0.00067 -0.02929 -5.80968
C -0.00805 -0.10799 -4.67546
Co 0.01466 0.10253 -0.87790
O 1.75579 -2.32029 -1.05912
C 1.07238 -1.37504 -1.00573
C -1.15301 1.49013 -1.18380
O -1.91880 2.35589 -1.34970
C -1.37690 -1.08148 -1.02010
O -2.26046 -1.84415 -1.08381
C 1.46443 1.16987 -1.19185
O 2.42000 1.82990 -1.34493
N -0.10714 -1.03113 1.64673
C -0.07797 -0.77416 2.94527
C 0.06287 0.58359 3.03255
C 0.11987 1.15169 1.78086
N 0.01184 0.12085 0.93769
H -0.20408 -1.95398 1.21490
H -0.16293 -1.57915 3.67259
H 0.12102 1.11613 3.92550
H 0.22714 2.17609 1.44599
```

Atomic partial charges in e from the Löwdin method, atoms 1 to 8: O 0.078; C 0.013; Co 0.224; O 0.268; C -0.029; C 0.004; O 0.263; C -0.020

***

(2)
The following is a DFT calculation (the ωB97M-V functional and the def2-TZVPD basis) of the molecule C8H4F3NOS at a distorted geometry.

Results
HOMO level (eV): -8.671
Structure (SMILES): FC(F)(F)c1ccc2oc(=S)[nH]c2c1
Gap between HOMO and LUMO (eV): 8.8721

The geometry in XYZ format:
```
18
C8H4F3NOS, DFT the ωB97M-V functional and the def2-TZVPD basis
F 3.10387 -0.45279 1.48896
F 3.53295 0.82379 -0.20313
F 3.39015 -1.38642 -0.43174
S -4.74281 -0.17541 0.92121
O -2.67962 0.21631 -0.78664
C -3.09032 0.12166 0.55969
C -0.39241 -0.04832 -1.73152
C 0.97388 -0.08620 -1.45380
C 0.40106 0.07235 0.92984
C -1.33840 0.12866 -0.69623
C -0.93947 0.15667 0.59476
C 1.39646 -0.11758 -0.07750
N -2.05541 0.35466 1.38441
C 2.90409 -0.30746 0.22307
H -0.60797 -0.02110 -2.70183
H 1.67782 -0.16893 -2.30055
H 0.58961 0.05534 2.01084
H -2.12350 0.83477 2.27016
```

Atomic partial charges in e from the Löwdin method, atoms 1 to 8: F 0.190; F 0.126; F 0.140; S 0.592; O 0.064; C -0.775; C 0.044; C 0.006

***

Question: Number 2 is which compound?
Answer: C8H4F3NOS

***

Please write out number 2 again, unchanged.
The following is a DFT calculation (the ωB97M-V functional and the def2-TZVPD basis) of the molecule C8H4F3NOS at a distorted geometry.

Results
HOMO level (eV): -8.671
Structure (SMILES): FC(F)(F)c1ccc2oc(=S)[nH]c2c1
Gap between HOMO and LUMO (eV): 8.8721

The geometry in XYZ format:
```
18
C8H4F3NOS, DFT the ωB97M-V functional and the def2-TZVPD basis
F 3.10387 -0.45279 1.48896
F 3.53295 0.82379 -0.20313
F 3.39015 -1.38642 -0.43174
S -4.74281 -0.17541 0.92121
O -2.67962 0.21631 -0.78664
C -3.09032 0.12166 0.55969
C -0.39241 -0.04832 -1.73152
C 0.97388 -0.08620 -1.45380
C 0.40106 0.07235 0.92984
C -1.33840 0.12866 -0.69623
C -0.93947 0.15667 0.59476
C 1.39646 -0.11758 -0.07750
N -2.05541 0.35466 1.38441
C 2.90409 -0.30746 0.22307
H -0.60797 -0.02110 -2.70183
H 1.67782 -0.16893 -2.30055
H 0.58961 0.05534 2.01084
H -2.12350 0.83477 2.27016
```

Atomic partial charges in e from the Löwdin method, atoms 1 to 8: F 0.190; F 0.126; F 0.140; S 0.592; O 0.064; C -0.775; C 0.044; C 0.006